Entry 1:
DFT (wB97M-V/def2-TZVPD) results for C32H43N3OTm as an isolated structure.

Atoms and positions in Å:
Tm  -0.537446  -0.232450  -0.129227
N  0.656835  -3.340635  2.721342
N  -0.415644  -2.250621  -1.735785
C  0.660078  1.957310  -0.411526
C  1.705042  1.016564  -0.092555
C  1.573765  0.675464  1.284620
C  2.414082  -0.268456  2.060904
H  3.287703  -0.595122  1.498072
H  1.837563  -1.215508  2.279076
H  2.706765  0.141588  3.023524
C  0.467903  1.385713  1.827706
C  0.051278  1.362009  3.253205
H  0.673439  2.016754  3.887787
H  0.130152  0.344477  3.658584
H  -0.990101  1.683276  3.363567
C  -0.080043  2.203464  0.791433
C  -1.170681  3.196343  0.970300
H  -2.000033  2.771365  1.553875
H  -1.577022  3.537698  0.011507
H  -0.821380  4.088600  1.513210
C  2.780622  0.567158  -1.015214
H  3.656422  1.231463  -0.959523
H  2.450653  0.561821  -2.062545
H  3.124086  -0.443532  -0.766414
C  0.481731  2.663405  -1.709956
H  -0.573211  2.912133  -1.886355
H  0.811142  2.037336  -2.548345
H  1.057206  3.602457  -1.753609
C  -0.153927  -3.960701  3.555627
H  0.199382  -3.858934  4.597635
C  -1.327086  -4.639410  3.231259
H  -1.833830  -5.217195  3.986187
C  -1.716595  -4.639713  1.873196
H  -2.618571  -5.196269  1.588493
C  -0.993182  -3.902885  0.937375
H  -1.356517  -3.758136  -0.115638
C  0.146083  -3.130878  1.483829
C  0.826902  -1.903106  1.057840
H  1.663222  -2.424666  0.285812
C  -0.694248  -1.092213  -2.247178
C  0.239156  -3.041985  -2.625248
H  0.729549  -3.925329  -2.305376
C  0.169429  -2.364461  -3.886338
H  0.379780  -2.812088  -4.856448
N  -0.459558  -1.124064  -3.631218
C  -0.560754  -0.013180  -4.410417
C  0.555102  0.328725  -5.176033
C  0.416522  1.503924  -5.956316
H  1.229672  1.738226  -6.600573
C  -0.763511  2.245749  -5.875557
C  -0.913853  3.460284  -6.749670
H  -1.427963  4.261053  -6.204287
H  -1.501983  3.225837  -7.645241
H  0.069684  3.808368  -7.069141
C  -1.776182  1.952056  -4.969557
H  -2.671741  2.537828  -4.860799
C  -1.695155  0.778427  -4.202187
C  -2.792887  0.416126  -3.258533
H  -2.887226  -0.650632  -3.015721
H  -3.743061  0.716216  -3.716246
H  -2.745106  0.982444  -2.313103
C  1.822971  -0.446005  -5.146233
H  1.707076  -1.480053  -5.496975
H  2.313469  -0.471842  -4.155713
H  2.488152  0.066220  -5.839716
C  -4.859044  -0.001512  0.899876
C  -3.464559  -0.007143  0.287418
O  -2.368260  -0.224683  1.257192
C  -2.639217  -1.076287  2.457809
C  -3.274619  -0.284250  3.575150
H  -5.594106  0.132066  0.097240
H  -4.988306  0.842542  1.585247
H  -5.100810  -0.943060  1.404967
H  -3.371841  -0.796420  -0.482975
H  -3.243516  0.969967  -0.176480
H  -3.269681  -1.920361  2.145492
H  -1.652655  -1.441716  2.766782
H  -4.284526  0.051018  3.335643
H  -2.666986  0.575189  3.866576
H  -3.362495  -0.915158  4.463714

Cartesian forces (eV/Å) of the 6 atoms listed first:
Tm 0.920 -0.607 1.264
N -1.503 -0.639 0.389
N 1.145 -0.492 1.681
C 0.568 0.097 1.119
C -0.781 0.815 0.668
C -0.156 0.786 -0.339

**<S²>**: 2.02
**Charge**: -1
**Orbital gap (alpha / beta)**: 4.8446 / 3.8304 eV
**Spin multiplicity**: 3
**LUMO level (alpha / beta)**: 2.4 / 2.4 eV

Entry 2:
DFT (wB97M-V/def2-TZVPD) results for C32H44Br2N6OPPbSSe2Te2 as an isolated structure.

Atoms and positions in Å:
Pb  0.707792  0.803392  -1.676574
Se  -1.513969  0.795813  -3.990342
Te  -0.452320  2.721668  -5.281890
Te  -1.932143  4.162798  -3.480725
Se  -3.461826  2.123395  -3.669267
C  4.102278  -2.478338  -2.435454
N  4.422271  -1.342964  -1.579807
C  5.631351  -0.674536  -1.556161
C  5.549448  0.273796  -0.605356
N  4.278202  0.184021  -0.059418
C  3.588366  -0.830643  -0.654686
S  2.024286  -1.381879  -0.277813
C  3.784952  0.970860  1.025579
C  4.505580  1.038921  2.205240
C  3.974799  1.803710  3.232834
C  2.756076  2.433981  3.039793
C  2.124456  2.290365  1.813495
N  2.637706  1.584057  0.810822
H  5.014918  -2.798222  -2.930899
H  3.360014  -2.193392  -3.175415
H  3.706532  -3.286793  -1.825488
H  6.433082  -0.926432  -2.226730
H  6.255334  1.017637  -0.283105
H  5.434461  0.496507  2.317274
H  4.500266  1.891226  4.174275
H  2.304502  3.035155  3.817095
H  1.172681  2.769961  1.614958
C  -4.493011  0.696767  0.677826
C  -4.248335  -0.814859  0.571060
C  -4.453655  -1.182365  -0.906425
C  -5.278955  -1.536183  1.449140
P  -2.492851  -1.206042  1.073885
N  -1.418387  -0.441018  0.028422
C  -1.999984  -0.251767  2.621165
C  -0.604687  -0.720200  3.071001
C  -1.847163  1.252577  2.312411
C  -3.001852  -0.391996  3.773298
C  -2.179138  -3.053311  1.250190
C  -2.961436  -3.899645  0.231356
C  -2.566684  -3.549935  2.652377
C  -0.689939  -3.332457  0.981710
H  -5.447011  0.908999  0.190871
H  -3.724674  1.272589  0.161170
H  -4.573222  1.033505  1.709762
H  -5.488033  -0.938892  -1.161304
H  -4.288926  -2.232050  -1.124995
H  -3.805745  -0.588393  -1.549318
H  -6.270584  -1.182829  1.157779
H  -5.151917  -1.315870  2.509280
H  -5.269834  -2.614053  1.317481
H  0.129886  -0.610636  2.269832
H  -0.587325  -1.744399  3.436427
H  -0.294391  -0.079538  3.899311
H  -1.217100  1.423557  1.442238
H  -1.367293  1.702254  3.185335
H  -2.796172  1.760897  2.172264
H  -3.180090  -1.419767  4.077621
H  -3.959750  0.070258  3.535854
H  -2.595124  0.139477  4.636431
H  -4.036689  -3.870830  0.383223
H  -2.646161  -4.935049  0.379724
H  -2.728874  -3.621489  -0.791200
H  -3.613444  -3.357596  2.886789
H  -1.946355  -3.133663  3.443083
H  -2.424267  -4.632351  2.666116
H  -0.442498  -3.149260  -0.063350
H  -0.516405  -4.392712  1.180235
H  -0.006990  -2.765332  1.603794
Br  1.762892  6.422311  3.198323
C  1.526700  5.608341  1.512853
C  2.618714  5.365391  0.700774
C  2.389454  4.734591  -0.514329
N  1.187610  4.352535  -0.938296
C  0.153451  4.602221  -0.137055
C  0.262726  5.229384  1.095886
H  3.616481  5.654306  0.999234
H  3.221396  4.532931  -1.180561
H  -0.818208  4.285967  -0.502379
H  -0.610624  5.413481  1.705765
O  -1.586336  -1.826336  -1.680122
N  -1.091102  -0.836449  -1.147785
Br  3.278102  -2.348314  -7.362907
C  2.514549  -1.503757  -5.849484
C  3.005360  -0.276313  -5.435780
C  2.439773  0.326924  -4.315873
C  1.409592  -0.277415  -3.590863
C  0.941208  -1.514244  -4.045033
C  1.477803  -2.126703  -5.171089
H  3.807054  0.201346  -5.983535
H  2.827849  1.297739  -4.015292
H  0.139632  -2.016892  -3.511783
H  1.101849  -3.081483  -5.514784

Cartesian forces (eV/Å) of the 6 atoms listed first:
Pb -0.104 0.048 0.001
Se -0.067 -0.087 0.010
Te 0.016 0.050 0.052
Te -0.007 -0.046 0.000
Se 0.018 0.045 -0.029
C 0.012 -0.021 -0.003

**Charge**: +1
**Orbital gap**: 6.4469 eV
**Spin multiplicity**: 1
**Energy relative to the best compared isomer or geometry (same formula, charge and spin)**: 63.49 kJ/mol
**LUMO level**: -3.2 eV

In the order shown, the computed E values come out to -69924.10748; -355616.43006 eV.